(1)
Below is a molecular structure, C19H15MoN9O4S5, with properties calculated with the ωB97M-V functional and the def2-TZVPD basis.

XYZ file:
```
53
Properties=species:S:1:pos:R:3
Mo 0.366 -0.532 -0.568
S 2.097 -2.201 -0.847
S 0.760 0.048 -2.934
S -0.885 -2.028 -2.077
S 1.209 -0.494 1.712
S -0.903 -1.357 -4.999
O 2.041 1.057 -0.772
O 0.091 -6.701 3.958
O 3.042 2.798 -0.046
O -1.796 -6.073 4.921
N -1.169 2.197 2.227
N -0.189 3.178 2.392
N 3.979 -1.467 3.914
N -1.441 0.855 -0.839
N 1.923 3.966 2.019
N -1.342 -1.371 0.617
N 2.053 2.082 -0.071
N 0.923 2.303 0.619
N 5.084 -3.735 0.688
C -3.854 2.094 -1.413
C -1.041 -4.723 3.123
C 3.388 -1.494 2.927
C -2.659 2.621 -1.869
C -0.974 -5.885 4.071
C -2.599 0.351 -0.380
C -3.825 0.940 -0.648
C -0.432 -4.725 1.872
C -2.490 -0.843 0.431
C 3.018 -2.195 0.622
C 0.939 3.150 1.642
C 2.651 -1.475 1.709
C -0.396 -1.115 -3.477
C -1.767 -3.612 3.530
C -1.252 -2.518 1.457
C 4.171 -3.036 0.663
C -1.865 -2.506 2.707
C -1.475 1.967 -1.563
C -0.532 -3.626 1.037
H -2.084 2.619 2.306
H -4.734 0.488 -0.275
H -3.389 -1.258 0.879
H -0.046 -3.621 0.071
H 1.871 4.472 2.885
H -2.631 3.519 -2.469
H -2.384 -1.617 3.045
H -2.236 -3.627 4.505
H -4.796 2.570 -1.651
H 0.747 -6.341 3.348
H 0.109 -5.595 1.518
H -0.525 2.331 -1.926
H -1.053 1.451 2.905
H -0.137 3.665 3.276
H 2.772 3.957 1.473
```

Properties
* spin multiplicity: 3
* <S²>: 2.0326
* F_max: 0.008 Eh/bohr
* highest occupied orbital energy (alpha / beta): -7.5 / -7.7 eV
* LUMO (alpha / beta): -1.763 / -2.129 eV
* total charge: 0
* frontier orbital gap (alpha / beta): 5.7 / 5.6 eV
* energy relative to the best compared isomer or geometry (same formula, charge and spin): 0.0 kcal/mol

(2)
Below is C19H15N3O3 in the gas phase, with properties calculated with the ωB97M-V functional and the def2-TZVPD basis.

XYZ file:
```
40
Properties=species:S:1:pos:R:3
O 5.368 1.783 0.102
O 3.690 -1.425 -0.083
O -0.191 -2.475 -0.107
N 2.727 0.549 0.030
N -1.886 -0.948 -0.043
N 2.347 -1.645 -0.095
C -1.209 -3.457 -0.140
C -6.571 0.755 0.032
C 6.686 1.995 0.113
C 3.859 -0.091 -0.007
C -1.432 1.386 0.067
C -4.593 -0.563 0.425
C -3.776 0.487 0.005
C -2.321 0.314 0.004
C -5.759 1.796 -0.400
C 1.800 -0.457 -0.027
C 6.398 -0.196 -0.014
C -0.074 1.127 0.059
C 5.184 0.450 0.024
C -4.383 1.670 -0.415
C -5.965 -0.428 0.442
C -8.060 0.905 0.073
C 7.374 0.818 0.044
C 0.384 -0.184 -0.010
C -0.593 -1.205 -0.053
H 7.019 3.013 0.173
H -8.551 -0.035 -0.171
H -0.695 -4.411 -0.231
H 6.550 -1.253 -0.076
H -3.783 2.489 -0.779
H 0.652 1.925 0.106
H -8.395 1.671 -0.622
H -4.125 -1.483 0.741
H -6.581 -1.251 0.776
H -1.800 -3.431 0.779
H 8.437 0.691 0.037
H -1.791 2.399 0.142
H -1.875 -3.296 -0.990
H -8.376 1.197 1.076
H -6.212 2.719 -0.735
```

Properties
* spin multiplicity: 1
* F_max: 0.028 Eh/bohr
* highest occupied orbital energy: -8.1 eV
* LUMO: 0.232 eV
* total charge: 0
* frontier orbital gap: 8.3 eV
* energy relative to the best compared isomer or geometry (same formula, charge and spin): 36.6 kcal/mol
* structure (SMILES): COc1nc(-c2ccc(C)cc2)ccc1-c1noc(-c2ccco2)n1

(3)
Below is C19H15N5 in the gas phase, with properties calculated with the ωB97M-V functional and the def2-TZVPD basis.

XYZ file:
```
39
Properties=species:S:1:pos:R:3
N 0.645 -0.963 -3.107
N -1.112 -2.450 -2.513
N -1.368 -1.871 0.948
N -1.777 -2.512 -0.116
N 1.762 0.149 -1.441
C -0.357 -1.146 0.524
C 0.386 1.948 1.079
C 0.237 -0.515 1.801
C -2.087 -5.950 0.102
C -0.370 -1.793 -3.397
C -1.487 3.316 0.511
C -2.844 -3.403 -0.200
C 0.777 4.212 0.070
C 2.376 0.659 1.772
C 3.215 1.774 1.319
C -2.452 -4.786 -0.003
C 2.593 2.955 0.863
C -1.016 2.054 0.988
C 0.717 -0.668 -1.810
C -0.626 4.324 0.064
C 0.992 0.762 1.631
C -0.120 -1.166 -0.827
C -0.980 -2.133 -1.222
C 1.222 3.060 0.701
H 4.279 1.665 1.224
H -2.518 3.322 0.291
H 0.848 -1.310 2.139
H 2.882 -0.373 1.926
H -0.984 5.249 -0.376
H 2.172 0.572 -2.252
H -1.701 -6.882 0.007
H -3.487 -3.266 -1.054
H -1.757 1.353 1.341
H 1.828 0.476 -0.446
H -0.581 -0.472 2.498
H -3.478 -3.053 0.621
H 1.480 5.125 0.092
H 3.364 3.655 0.623
H -0.676 -1.920 -4.371
```

Properties
* spin multiplicity: 1
* F_max: 0.115 Eh/bohr
* highest occupied orbital energy: -8.2 eV
* LUMO: 0.002 eV
* total charge: 0
* frontier orbital gap: 8.2 eV
* energy relative to the best compared isomer or geometry (same formula, charge and spin): 94.0 kcal/mol
* structure (SMILES): C#CCn1nc(Cc2cccc3ccccc23)c2c(N)ncnc21

(4)
Below is C19H15NOS in the gas phase, with properties calculated with the ωB97M-V functional and the def2-TZVPD basis.

XYZ file:
```
37
Properties=species:S:1:pos:R:3
S 0.905 0.886 2.244
O -0.877 1.289 3.848
N -0.089 0.396 3.479
C -1.009 3.738 -1.624
C 2.738 0.070 0.020
C 3.626 -1.550 -1.487
C -0.394 2.696 -2.279
C 0.259 0.223 0.601
C 1.260 -1.465 -1.088
C -0.867 2.509 0.438
C 0.029 1.556 -1.581
C 1.418 -0.415 -0.140
C -0.666 -1.923 1.659
C -1.623 -2.925 1.846
C -3.155 -1.697 0.456
C 2.360 -2.074 -1.683
C -1.327 3.637 -0.278
C 3.821 -0.430 -0.675
C -0.176 1.461 -0.193
C -2.181 -0.699 0.264
C -0.883 -0.787 0.841
C -2.857 -2.834 1.211
H -1.186 4.647 -2.184
H 2.969 0.910 0.659
H -3.621 -3.621 1.260
H -2.422 0.150 -0.323
H 4.452 -2.037 -1.997
H -4.114 -1.585 -0.011
H 0.240 -2.049 2.244
H 0.270 -1.854 -1.304
H -1.767 4.475 0.279
H -1.149 2.379 1.466
H 4.802 0.070 -0.594
H 2.236 -2.949 -2.296
H -1.307 -3.751 2.464
H 0.490 0.785 -2.196
H -0.204 2.771 -3.346
```

Properties
* spin multiplicity: 1
* F_max: 0.104 Eh/bohr
* highest occupied orbital energy: -8.8 eV
* LUMO: -1.195 eV
* total charge: 0
* frontier orbital gap: 7.7 eV
* energy relative to the best compared isomer or geometry (same formula, charge and spin): 8.2 kcal/mol
* structure (SMILES): O=NSC(c1ccccc1)(c1ccccc1)c1ccccc1

(5)
Below is a molecular structure, C19H15NSiTl, with properties calculated with the ωB97M-V functional and the def2-TZVPD basis.

XYZ file:
```
37
Properties=species:S:1:pos:R:3
Tl 0.807 -1.844 -1.623
Si -1.951 -0.479 -2.088
N 5.056 -0.107 4.448
C -4.293 -1.273 1.243
C -1.260 3.470 -3.152
C 4.036 -1.029 2.288
C 3.125 -2.083 2.353
C 3.645 -0.813 -0.070
C -1.151 1.221 -2.275
C -1.603 -0.870 0.751
C -1.746 2.177 -3.102
C -2.052 -1.012 2.050
C 2.679 -1.810 0.001
C 4.326 -0.417 1.070
C -0.025 1.599 -1.535
C 2.450 -2.467 1.205
C -3.403 -1.201 2.301
C 4.625 -0.540 3.479
C 0.449 2.895 -1.573
C -3.847 -1.116 -0.057
C -0.175 3.840 -2.374
C -2.495 -0.887 -0.327
H 0.473 0.874 -0.898
H 1.290 3.173 -0.959
H -3.757 -1.291 3.315
H 2.932 -2.576 3.294
H 3.872 -0.327 -1.010
H 5.059 0.375 1.023
H -5.345 -1.427 1.425
H 0.183 4.856 -2.391
H -4.555 -1.150 -0.872
H 1.738 -3.282 1.266
H -0.542 -0.715 0.577
H -2.609 1.907 -3.695
H -1.749 4.194 -3.784
H -2.836 -0.916 -3.171
H -1.350 -0.950 2.866
```

Properties
* spin multiplicity: 1
* F_max: 0.035 Eh/bohr
* highest occupied orbital energy (alpha / beta): -11.8 / -11.8 eV
* LUMO (alpha / beta): -5.325 / -5.324 eV
* total charge: +1
* frontier orbital gap (alpha / beta): 6.5 / 6.5 eV
* energy relative to the best compared isomer or geometry (same formula, charge and spin): 8.3 kcal/mol

(6)
Below is a molecular structure, C19H16AlN3O7S3, with properties calculated with the ωB97M-V functional and the def2-TZVPD basis.

XYZ file:
```
49
Properties=species:S:1:pos:R:3
S -3.867 -0.117 -1.420
S 2.156 -1.032 -0.912
S -1.221 3.557 -3.296
Al 0.276 0.339 0.052
O 3.166 -0.942 -1.917
O 0.209 -0.179 1.747
O 0.752 -0.701 -1.405
O -0.449 3.522 -4.499
O -2.652 3.551 -3.407
O 1.278 -0.814 3.608
O 0.185 2.071 -0.201
N 2.247 0.011 0.270
N -0.764 2.328 -2.276
N -1.655 -0.188 -0.196
C -0.253 2.795 -1.186
C 0.319 5.028 -0.034
C 2.935 -4.938 -0.425
C 3.044 -3.601 -0.768
C 2.586 -0.407 1.622
C -0.166 4.271 -1.085
C 0.975 -3.149 0.391
C 1.287 -0.488 2.448
C 2.055 -2.717 -0.367
C -3.846 0.320 0.241
C -0.714 6.245 -2.358
C -0.223 7.011 -1.306
C -2.590 0.213 0.731
C 0.886 -4.485 0.736
C -0.680 4.877 -2.217
C 1.676 -6.868 0.581
C 1.848 -5.401 0.312
C -2.198 -0.383 -1.375
C 0.279 6.412 -0.156
H 3.871 -3.230 -1.360
H 1.154 -7.046 1.520
H -0.222 8.090 -1.388
H 0.636 7.031 0.656
H 2.635 -7.383 0.603
H 3.250 0.318 2.092
H 0.205 -2.452 0.697
H -1.626 -0.702 -2.231
H 3.703 -5.634 -0.739
H -2.266 0.407 1.742
H -4.744 0.600 0.764
H 0.053 -4.821 1.341
H 3.077 -1.382 1.657
H 0.716 4.548 0.850
H 1.079 -7.309 -0.221
H -1.120 6.699 -3.252
```

Properties
* spin multiplicity: 1
* F_max: 0.015 Eh/bohr
* highest occupied orbital energy: -9.5 eV
* LUMO: 0.012 eV
* total charge: 0
* frontier orbital gap: 9.5 eV
* energy relative to the best compared isomer or geometry (same formula, charge and spin): 7.8 kcal/mol

(7)
Below is C19H16BFN2O3S in the gas phase, with properties calculated with the ωB97M-V functional and the def2-TZVPD basis.

XYZ file:
```
43
Properties=species:S:1:pos:R:3
S -3.242 3.012 -0.006
F 7.855 -2.231 1.125
O -1.301 -1.949 -0.423
O 2.749 1.259 2.297
O -2.774 -1.078 1.277
N 2.639 -0.296 0.647
N -1.155 1.299 -0.429
C 5.728 -2.260 -0.035
C 3.919 -0.895 0.810
C -4.884 0.952 -2.156
C 6.538 -1.921 1.032
C -3.893 -0.837 -3.393
C 4.725 -0.601 1.917
C -1.592 2.360 0.257
C -4.163 1.478 0.186
C 0.367 2.536 1.566
C -0.868 3.006 1.223
C 2.131 0.789 1.351
C 0.031 0.854 -0.076
C -3.155 -1.167 -2.286
C 6.022 -1.080 2.001
C 0.815 1.375 0.951
C -3.242 -0.417 -1.140
C -4.147 0.621 -1.037
C 4.478 -1.704 -0.187
C -4.749 0.238 -3.313
B -2.364 -1.145 -0.056
H 4.280 0.009 2.680
H 0.915 2.996 2.380
H -5.359 0.452 -4.161
H 2.009 -0.764 -0.021
H -1.276 3.919 1.625
H -3.674 0.950 1.025
H 0.401 -0.002 -0.643
H -5.197 1.699 0.481
H -2.288 -1.541 1.952
H 6.667 -0.857 2.838
H 6.086 -2.979 -0.747
H -0.943 -2.429 0.324
H -2.530 -2.051 -2.344
H 3.862 -2.005 -0.996
H -5.568 1.803 -2.187
H -3.852 -1.398 -4.311
```

Properties
* spin multiplicity: 1
* F_max: 0.044 Eh/bohr
* highest occupied orbital energy: -8.6 eV
* LUMO: -0.127 eV
* total charge: 0
* frontier orbital gap: 8.5 eV
* energy relative to the best compared isomer or geometry (same formula, charge and spin): 5.8 kcal/mol
* structure (SMILES): O=C(Nc1ccc(F)cc1)c1ccc(SCc2ccccc2B(O)O)nc1

(8)
Below is 4 unconnected molecules or ions with the total composition C19H16BN2O12S, with properties calculated with the ωB97M-V functional and the def2-TZVPD basis.

XYZ file:
```
51
Properties=species:S:1:pos:R:3
S -4.975 -3.673 0.934
O -1.892 0.980 -0.402
O 0.379 -0.522 -0.141
O 3.940 -2.410 1.941
O 3.234 3.183 -0.649
O 7.910 -0.521 3.623
O -6.497 -0.903 0.525
O -3.870 -0.493 -0.124
O 0.972 4.697 -0.821
O 4.299 -0.816 -0.242
O 8.220 1.136 1.480
O -4.911 2.742 -3.391
O -7.517 2.393 -2.675
N -2.414 -4.453 -0.348
N -0.094 -4.045 0.571
C 1.865 1.284 -0.396
C -4.694 0.167 -0.736
C 1.999 2.600 -0.569
C 7.164 0.273 1.543
C 0.811 3.493 -0.681
C -0.519 2.879 -0.624
C 6.263 0.209 0.561
C 5.131 -0.721 0.643
C -6.695 1.705 -2.087
C 7.058 -0.593 2.751
C -6.148 0.007 -0.428
C -7.076 0.730 -1.062
C -4.318 1.130 -1.782
C -3.540 -4.309 0.287
C -0.656 1.559 -0.454
C -5.249 1.846 -2.414
C 5.010 -1.568 1.864
C 5.914 -1.506 2.846
C 0.534 0.671 -0.314
B -1.421 -3.382 0.218
H 3.061 4.138 -0.773
H -1.740 0.018 -0.273
H -8.131 0.626 -0.847
H -1.372 3.537 -0.725
H -5.757 3.131 -3.689
H 2.719 0.624 -0.310
H -1.984 -2.925 1.182
H 0.412 -4.396 -0.256
H -3.267 1.226 -2.010
H -5.656 -1.304 0.832
H 5.839 -2.116 3.736
H -1.320 -2.465 -0.551
H 0.491 -3.410 1.139
H 3.437 -2.271 1.113
H 6.330 0.831 -0.322
H 8.724 0.990 2.306
```

Properties
* spin multiplicity: 1
* F_max: 0.174 Eh/bohr
* highest occupied orbital energy: -4.1 eV
* LUMO: -0.144 eV
* total charge: -1
* frontier orbital gap: 4.0 eV